This record from the Open Molecules 2025 dataset describes a molecular structure, C40H49BiClIN3OSi2. The level of theory is ωB97M-V with the def2-TZVPD basis set.

Each line ends with the Mulliken charge.
Cartesian coordinates (Å):
Bi  -0.22  0.12  -0.50  1.291
C  -1.00  -3.38  3.92  -1.571
C  -0.10  -2.15  3.84  1.427
C  0.93  -2.17  4.98  -1.650
C  -0.88  -0.85  3.86  0.892
C  -1.86  -0.65  4.82  -0.579
C  -2.57  0.54  4.89  -1.619
C  -2.27  1.56  4.00  -0.551
C  -1.30  1.40  3.02  0.332
C  -0.93  2.58  2.13  2.079
C  -0.33  3.71  2.98  -1.760
C  -2.12  3.09  1.32  -1.608
C  -0.61  0.18  2.94  -0.007
N  0.35  -0.01  1.91  0.490
C  1.60  0.25  2.22  -0.418
C  2.70  0.22  1.37  -0.280
C  4.01  0.65  1.72  -1.563
C  4.74  0.60  0.55  -1.206
C  3.84  0.14  -0.46  -0.508
N  2.64  -0.10  0.04  0.565
C  4.15  -0.09  -1.92  3.304
C  4.77  -1.49  -2.08  -1.756
C  2.87  0.01  -2.75  -1.249
C  5.14  0.97  -2.42  -2.009
H  -0.42  -4.28  3.71  0.424
H  -1.82  -3.32  3.21  0.230
H  -1.43  -3.50  4.92  0.474
H  0.45  -2.19  2.90  -0.640
H  0.42  -2.05  5.95  0.343
H  1.65  -1.36  4.88  0.318
H  1.47  -3.11  4.99  0.441
H  -2.07  -1.43  5.54  0.326
H  -3.33  0.69  5.65  0.354
H  -2.81  2.50  4.07  0.350
H  -0.16  2.25  1.43  -0.882
H  -1.07  4.11  3.67  0.333
H  0.01  4.52  2.33  0.482
H  0.53  3.35  3.56  0.382
H  -2.93  3.43  1.97  0.396
H  -2.51  2.32  0.66  0.130
H  -1.81  3.94  0.70  0.416
H  1.81  0.56  3.25  0.354
H  4.33  0.98  2.70  0.485
H  5.78  0.87  0.42  0.418
H  4.07  -2.24  -1.71  0.264
H  5.70  -1.57  -1.51  0.430
H  4.98  -1.70  -3.13  0.392
H  2.14  -0.73  -2.42  -0.529
H  3.08  -0.15  -3.81  0.677
H  2.41  0.99  -2.63  0.058
H  6.11  0.88  -1.91  0.380
H  4.75  1.97  -2.23  0.360
H  5.31  0.86  -3.49  0.443
Cl  -0.51  5.75  -5.83  -0.309
C  -0.57  4.26  -4.91  0.708
C  -1.08  3.14  -5.49  -0.507
C  -1.16  1.95  -4.76  -0.370
I  -1.90  0.22  -5.69  -0.062
C  -0.76  1.82  -3.42  0.131
O  -0.91  0.72  -2.79  -0.575
C  -0.15  3.01  -2.86  -0.271
N  0.38  2.90  -1.62  0.561
C  0.99  3.92  -1.07  -0.557
C  1.07  5.18  -1.70  -1.253
C  0.54  5.33  -2.95  -0.891
C  -0.07  4.23  -3.59  0.134
H  -1.44  3.17  -6.51  0.404
H  1.44  3.74  -0.10  0.683
H  1.55  6.00  -1.19  0.408
H  0.59  6.28  -3.46  0.384
C  -3.61  -0.92  1.35  -1.078
Si  -2.75  -0.74  -0.33  0.930
C  -3.89  0.28  -1.45  -1.476
C  -2.80  -2.52  -1.02  0.460
C  -4.04  -3.13  -1.26  -0.489
C  -4.12  -4.44  -1.70  -0.681
C  -2.96  -5.17  -1.91  -0.779
C  -1.73  -4.57  -1.69  -0.688
C  -1.63  -3.24  -1.26  0.478
Si  0.09  -2.46  -1.03  1.256
C  0.87  -3.40  0.41  -1.143
C  1.07  -2.91  -2.58  -1.433
H  -4.70  -0.97  1.21  0.530
H  -3.40  -0.11  2.05  0.163
H  -3.30  -1.85  1.83  0.192
H  -4.94  0.15  -1.18  0.481
H  -3.76  -0.03  -2.49  0.331
H  -3.67  1.35  -1.41  0.329
H  -4.95  -2.57  -1.09  0.289
H  -5.09  -4.90  -1.88  0.393
H  -3.01  -6.20  -2.24  0.379
H  -0.82  -5.15  -1.86  0.288
H  1.06  -4.44  0.14  0.563
H  0.20  -3.40  1.27  -0.042
H  1.82  -2.95  0.72  0.324
H  0.99  -3.98  -2.78  0.484
H  2.12  -2.66  -2.48  0.344
H  0.68  -2.38  -3.46  0.323

The value obtained for the energy is -91016.4085 eV. Its gap between HOMO and LUMO is 7.0952 eV. The HOMO energy is -4.6736 eV. For the energy above the lowest of the compared OMol25 structures with the same formula, charge and spin, the calculation gives 0.568 eV. The charge is -1. The LUMO energy comes out at 2.422 eV.



This record from the Open Molecules 2025 dataset describes a molecular structure, C40H49BrF2N5OSY. The level of theory is ωB97M-V with the def2-TZVPD basis set.

Each line ends with the natural charge from an NBO analysis.
Cartesian coordinates (Å):
Y  -0.23  0.83  -0.69  1.719
C  -0.29  4.74  3.98  -0.629
C  -1.49  3.80  3.99  -0.216
N  -2.18  3.71  2.72  -0.641
C  -1.52  3.12  1.61  0.234
S  -0.47  1.75  1.93  -0.477
N  -1.78  3.63  0.47  -0.402
N  -1.23  3.01  -0.65  -0.631
C  -1.32  3.80  -1.77  0.192
C  -1.57  5.29  -1.66  -0.659
C  -1.11  3.29  -3.02  -0.046
C  -0.90  4.09  -4.23  -0.210
C  -0.12  3.63  -5.22  -0.275
C  0.49  2.32  -5.11  -0.400
C  0.02  1.49  -4.14  0.073
N  -0.91  1.87  -3.22  -0.465
H  0.19  4.78  4.97  0.184
H  -0.58  5.75  3.70  0.183
H  0.45  4.38  3.26  0.231
H  -2.22  4.12  4.74  0.163
H  -1.17  2.80  4.26  0.220
H  -2.57  4.60  2.41  0.361
H  -1.97  5.52  -0.68  0.240
H  -2.27  5.63  -2.42  0.191
H  -0.64  5.84  -1.79  0.199
H  -1.36  5.07  -4.30  0.187
H  0.05  4.23  -6.11  0.181
H  1.23  1.97  -5.81  0.193
H  0.31  0.45  -4.11  0.193
C  -0.67  -5.71  4.65  -0.595
C  -1.19  -4.29  4.88  -0.066
C  -2.70  -4.36  5.09  -0.603
C  -0.55  -3.73  6.16  -0.596
C  -0.81  -3.40  3.69  -0.124
C  -1.76  -2.79  2.88  -0.176
C  -1.36  -1.99  1.82  -0.202
Br  -2.67  -1.15  0.76  0.123
C  -0.01  -1.76  1.49  0.428
O  0.34  -1.01  0.50  -0.868
C  0.96  -2.40  2.33  -0.096
C  0.53  -3.18  3.38  -0.165
C  2.45  -2.15  2.05  -0.076
C  3.35  -2.88  3.05  -0.600
C  2.76  -0.65  2.16  -0.598
C  2.82  -2.65  0.64  -0.605
H  -0.93  -6.36  5.49  0.185
H  0.41  -5.72  4.53  0.207
H  -1.11  -6.13  3.74  0.209
H  -2.92  -4.98  5.96  0.192
H  -3.20  -4.79  4.23  0.207
H  -3.12  -3.37  5.27  0.214
H  -0.83  -4.35  7.02  0.185
H  -0.89  -2.71  6.35  0.216
H  0.53  -3.71  6.09  0.206
H  -2.82  -2.90  3.06  0.202
H  1.28  -3.65  4.01  0.184
H  3.19  -2.54  4.07  0.200
H  4.40  -2.67  2.79  0.201
H  3.21  -3.96  3.01  0.194
H  2.55  -0.29  3.17  0.202
H  2.16  -0.06  1.47  0.257
H  3.81  -0.47  1.94  0.189
H  2.62  -3.72  0.56  0.190
H  3.88  -2.48  0.46  0.190
H  2.24  -2.13  -0.12  0.251
F  4.48  4.03  0.06  -0.353
C  3.96  2.95  -0.59  0.408
C  2.62  2.65  -0.46  -0.309
C  2.08  1.54  -1.12  -0.377
C  2.94  0.77  -1.93  -0.158
C  4.29  1.11  -2.01  0.409
F  5.18  0.36  -2.73  -0.362
C  4.83  2.20  -1.35  -0.405
C  2.36  -0.42  -2.61  0.239
C  2.98  -1.17  -3.61  -0.260
C  2.34  -2.28  -4.12  -0.186
C  1.09  -2.64  -3.64  -0.238
C  0.52  -1.83  -2.67  0.063
N  1.13  -0.76  -2.19  -0.485
H  1.99  3.27  0.17  0.238
H  5.88  2.43  -1.43  0.219
H  3.95  -0.88  -3.98  0.229
H  2.81  -2.86  -4.91  0.198
H  0.56  -3.51  -4.01  0.200
H  -0.47  -2.03  -2.26  0.221
C  -3.71  -0.70  -2.83  -0.596
C  -2.82  0.26  -3.62  -0.056
C  -2.18  -0.52  -4.77  -0.614
C  -3.71  1.35  -4.25  -0.620
C  -1.82  0.87  -2.62  -0.556
H  -4.48  -1.14  -3.47  0.178
H  -4.20  -0.18  -2.01  0.203
H  -3.12  -1.51  -2.39  0.209
H  -2.96  -1.01  -5.38  0.180
H  -1.50  -1.30  -4.40  0.198
H  -1.61  0.13  -5.43  0.218
H  -4.38  0.95  -5.01  0.172
H  -3.08  2.12  -4.71  0.220
H  -4.31  1.84  -3.48  0.201
H  -2.47  1.50  -1.99  0.212

The value obtained for the energy is -139132.4728 eV. Its gap between HOMO and LUMO is 3.7518 eV. The HOMO energy is 0.2266 eV. The charge is -2. The LUMO energy comes out at 3.978 eV.



Which formula does entry 2 have?
C40H49BrF2N5OSY



Which formula does entry 1 have?
C40H49BiClIN3OSi2



Among the records above, which one has the highest gap between HOMO and LUMO?
C40H49BiClIN3OSi2